{
  "formula": "C6H25NO6",
  "method": "wB97M-V/def2-TZVPD",
  "homo_lumo_gap_ev": 10.16,
  "lumo_energy_ev": 0.57,
  "e_above_lowest_ev": 1.644,
  "smiles": "CCCCNCCO.O.O.O.O.O",
  "elements": ["H", "H", "H", "O", "H", "H", "H", "H", "C", "O", "H", "C", "H", "H", "C", "O", "C", "C", "H", "H", "O", "N", "H", "H", "O", "H", "H", "H", "H", "C", "O", "H", "H", "H", "H", "H", "H", "H"],
  "positions_angstrom": [[1.87653, -0.32612, -2.79491], [1.55213, -3.25677, 2.00688], [0.35791, -4.01491, 2.83459], [-0.97821, 1.80892, -2.09979], [1.92987, 1.29223, -2.56598], [-2.55053, -1.01304, -1.20374], [0.80592, 1.52839, 1.87982], [-1.25894, -0.80685, -2.47132], [-2.10068, 0.99106, -1.76371], [1.67351, 3.10746, -0.88359], [0.46269, -0.94514, 2.45638], [-1.15087, -2.03653, 1.58901], [0.65372, 0.74611, 0.60930], [0.84635, 2.85730, -1.31769], [0.88426, -3.05285, 2.83086], [1.45856, 0.44230, -2.40160], [-0.61571, -1.75848, 0.19003], [-1.64955, -0.42437, -1.49192], [-1.40544, 1.03759, 1.09801], [-0.47499, -1.72505, 3.63905], [1.27060, 1.37200, 1.03958], [-0.66063, -0.42460, -0.39826], [2.44524, 2.94277, -3.04105], [3.20594, 2.85196, -1.84028], [3.24218, 2.47360, -2.75109], [0.50810, -1.97938, 0.18944], [1.58723, 2.66189, 0.00128], [-1.89826, -1.26901, 1.88166], [-1.53352, -3.05519, 1.57575], [-0.06937, -1.87585, 2.65126], [-1.42851, 1.28859, 2.04739], [-2.57829, 1.55604, -0.94630], [-2.76854, 1.03021, -2.64859], [-0.22674, 1.25390, -2.35707], [0.18014, -0.01835, -0.78907], [-1.88439, 2.13821, 1.94993], [-1.10317, -2.53484, -0.50055], [1.39542, -2.86317, 3.79629]],
  "forces_ev_per_angstrom": [[0.38, 0.45, -0.23], [0.72, 0.63, -0.18], [-0.36, 0.22, 0.69], [0.46, 0.32, 0.11], [0.91, -1.08, 0.03], [0.74, 0.23, -0.15], [0.13, 0.08, -0.23], [-0.09, -0.10, 0.81], [0.07, 1.07, -1.07], [-0.53, 0.20, 0.91], [0.29, 0.02, -0.12], [0.10, 1.45, 0.48], [0.38, 0.48, 0.28], [-0.16, 0.20, 0.15], [-0.17, -0.16, 0.20], [-1.06, 0.17, 0.38], [2.52, -1.80, -1.25], [-0.92, 0.76, 0.17], [0.28, -0.60, 0.45], [-0.69, 0.13, 0.26], [-0.42, -0.54, 0.59], [-2.23, 0.03, -0.24], [0.39, 0.17, -0.66], [0.25, -0.65, -0.36], [-0.31, 0.69, 0.17], [-1.35, -0.37, 0.14], [0.09, 0.16, -0.71], [-0.18, -0.76, -0.53], [-0.36, 0.08, 0.29], [0.29, -0.35, -0.02], [-0.43, 0.55, -0.98], [-0.09, -0.79, 0.02], [-0.04, -0.27, 0.53], [-0.11, -0.21, -0.25], [0.42, -0.96, -0.10], [0.09, -0.03, 0.59], [0.81, 1.19, 0.59], [0.17, -0.62, -0.75]]
}

***

{
  "formula": "C6H25NO7",
  "method": "wB97M-V/def2-TZVPD",
  "homo_lumo_gap_ev": 8.35,
  "lumo_energy_ev": 0.24,
  "e_above_lowest_ev": 6.820,
  "smiles": "C/C(=C\\N)CCCO.O.O.O.O.O.O",
  "elements": ["H", "O", "H", "H", "H", "H", "H", "H", "O", "O", "H", "C", "C", "H", "O", "C", "H", "H", "H", "H", "C", "C", "N", "H", "H", "H", "H", "C", "O", "H", "H", "H", "H", "H", "H", "H", "H", "O", "O"],
  "positions_angstrom": [[2.72312, -0.34201, -1.52602], [-1.21298, -3.19558, -2.06877], [1.93851, -1.69061, 2.00791], [0.81011, -1.51600, -1.84426], [-0.06218, -0.61676, -4.48021], [-0.05854, 1.42436, -0.14154], [2.19948, 1.25915, -1.25141], [2.02511, 1.77371, 3.17034], [-0.62250, -0.52566, -3.72180], [-0.31627, -0.98671, 3.61938], [-1.89608, -1.08386, 1.00126], [1.95031, 0.05647, 0.50566], [1.81249, 1.09321, 1.37925], [0.03187, -0.91355, 2.73950], [-1.63854, 2.62520, 2.12348], [-0.01784, 0.34904, -2.67544], [3.27113, -1.56855, 0.66981], [-1.24404, -2.85992, -3.07234], [-2.29207, -2.59256, 0.88425], [-1.19610, 2.12422, 0.49968], [1.98432, 0.22710, -1.04339], [2.23060, -1.30674, 0.98423], [1.70572, 0.93332, 2.75120], [0.91925, 0.90475, -3.20649], [-2.92523, 1.69608, -2.32478], [-1.14663, -2.64787, -1.40635], [-0.27587, -0.46933, -0.81077], [0.46466, -0.48142, -1.54857], [-3.49307, 1.99995, -1.75085], [-2.27963, 2.25187, 2.63391], [1.69500, 2.09086, 0.99942], [1.76037, -0.01901, 3.02136], [-1.04542, -1.57538, 3.43205], [-0.82427, 2.43966, 2.57555], [-2.99265, 1.82433, -1.12088], [-0.58840, 1.07915, -2.24547], [1.73832, -1.97169, 0.09294], [-0.78513, 1.95383, -0.31738], [-2.34692, -1.74305, 1.46552]],
  "forces_ev_per_angstrom": [[1.04, -0.97, -0.43], [-0.82, -5.36, -8.63], [0.43, 0.50, -1.32], [-0.87, 1.16, 0.24], [0.65, 0.33, -0.31], [2.24, -1.57, 0.71], [-0.69, 0.61, -0.48], [0.38, -0.33, 1.55], [-1.08, 1.07, 1.72], [-0.03, -0.08, 0.36], [1.05, 1.65, -1.33], [0.83, 1.97, 0.14], [-0.07, -1.73, -1.74], [0.41, 0.40, -0.69], [2.19, 1.72, -2.21], [4.24, -1.79, -4.36], [-0.29, 0.24, 1.10], [0.19, -0.09, 4.25], [-0.18, 2.38, 1.52], [-0.93, 0.61, 2.01], [-3.78, -0.94, 2.93], [-0.55, -3.07, -2.90], [-0.71, 1.14, -2.07], [-2.19, -1.20, 1.16], [4.03, -2.31, -6.52], [0.59, 5.46, 4.43], [-0.70, -0.33, 1.59], [4.95, 0.20, -1.15], [-10.33, 4.18, -4.08], [-2.96, -1.63, 2.20], [0.05, 0.47, -0.01], [0.62, -0.02, 1.38], [-0.67, -0.38, 0.26], [0.74, -0.18, 0.41], [6.34, -1.85, 10.56], [-2.29, 1.85, 0.03], [0.46, 0.83, 2.61], [-1.40, 1.10, -2.72], [-0.86, -4.03, -0.19]]
}

***

What is the formula in the first record?
C6H25NO6